29
Properties=species:S:1:pos:R:3:forces:R:3 method="wB97M-V/def2-TZVPD" homo_energy_ev=-12.59 charge=+1 relative_energy_kcal_mol=6.43 gap_ev=9.33 e_tot_ha=-781.92687 max_force_ev_per_a=3.767
C 0.251 0.798 2.215 -2.9740 -0.5851 2.2375
C 4.671 1.278 -0.648 0.1916 -1.5795 -0.7504
C -0.610 1.496 1.452 1.8244 -0.5772 -1.1606
C -1.869 -0.418 -0.762 1.2731 -0.4738 -2.0363
C 0.536 -0.915 -0.111 -2.2975 -1.5158 -1.7401
C 0.388 -3.271 0.491 2.5558 -1.3303 0.8133
C -4.126 0.212 -0.805 -1.2918 -0.2279 2.1976
C -0.151 1.940 0.077 -1.7713 1.6656 0.2238
C 0.603 1.338 -0.848 0.1894 0.6228 1.3737
N 1.264 0.082 -0.533 -0.0858 -0.3282 -0.7794
O -1.714 -0.404 -1.963 -0.5444 0.2874 1.7611
O -0.834 -0.885 0.065 1.9585 -0.2423 0.8761
O 1.055 -2.105 0.018 1.4800 2.0770 0.2852
O -2.893 -0.178 0.009 -0.9116 0.4671 -1.5104
O 3.595 0.974 -0.174 0.9579 0.6129 0.0220
H -0.175 0.286 3.163 0.9198 1.1782 -1.4342
H 1.269 0.549 2.001 0.3725 0.3111 -0.3152
H 4.916 0.880 -1.689 -0.0042 0.8541 0.9601
H 5.475 1.756 -0.052 -0.4863 0.1782 -0.2718
H -1.683 1.697 1.640 0.9520 -0.2687 0.3313
H 0.789 -3.595 1.484 -0.5214 0.9651 -0.4588
H 0.790 -4.071 -0.142 -0.9024 0.2256 -0.3334
H -0.615 -3.039 0.486 -2.2518 -0.4537 -0.0011
H -4.684 0.958 -0.150 1.4306 -0.1373 -1.2287
H -4.884 -0.604 -0.683 1.2408 0.0330 -0.7419
H -3.848 0.468 -1.842 -0.2774 -0.0191 0.8560
H -0.691 2.898 -0.220 1.0547 -1.2412 0.0003
H 0.821 1.846 -1.789 0.0880 -0.6649 0.1617
H 2.354 0.027 -0.689 -2.1692 0.1666 0.6625